No. 1
8
Properties=species:S:1:pos:R:3 method="wB97M-V/def2-TZVPD" largest_force_ev_per_a=0.438 orbital_gap_ev="7.89 / 6.96" molar_mass_g_mol=376.83 homo_ev="-8.45 / -9.28" energy_ha=-3498.7990
C -0.0328 0.0037 0.0428
Si -3.5959 0.0319 -0.3214
Br -4.1033 0.3528 -2.4929
I -4.5185 -2.1702 0.3523
I -4.6619 1.8412 1.0003
H 0.0036 1.0040 -0.3346
H -0.0042 -0.1580 1.0990
H 0.1276 -0.8195 -0.6204

No. 2
15
Properties=species:S:1:pos:R:3 method="wB97M-V/def2-TZVPD" largest_force_ev_per_a=5.340 orbital_gap_ev="8.01 / 7.64" molar_mass_g_mol=96.13 homo_ev="-8.07 / -7.41" energy_ha=-304.6576
C 2.1500 -0.1824 0.4557
C 1.5896 1.9608 -0.5258
C 1.3869 0.6392 -0.3479
C -0.6940 -0.3336 1.3563
C 0.3320 -0.2118 -0.8737
N 2.6459 -0.9541 1.1821
N 0.7367 -1.5128 -1.1701
H 1.1192 2.5006 -1.3446
H 2.5098 2.3339 -0.1440
H -1.6483 -0.5807 1.0627
H -0.0336 -1.2178 1.7072
H -0.4077 0.5807 1.6771
H -0.6348 0.1228 -1.1499
H 0.1883 -1.9057 -1.9147
H 1.1583 -2.1682 -0.4908

No. 3
40
Properties=species:S:1:pos:R:3 method="wB97M-V/def2-TZVPD" largest_force_ev_per_a=1.254 orbital_gap_ev="8.07 / 8.55" molar_mass_g_mol=498.09 spin_multiplicity=2 homo_ev="-8.62 / -8.58" energy_ha=-2994.2399
Cr -0.1371 -0.5496 -0.0031
C -2.0646 0.3407 -1.9643
C -0.7313 0.6493 -2.6993
N 0.4165 0.6209 -1.7773
C 0.9757 1.9404 -1.4434
C 1.3842 1.9744 0.0309
N 0.2989 1.4382 0.8356
C -0.8978 2.2623 0.9518
C -1.9313 1.9322 -0.1388
N -1.8913 0.5131 -0.5271
H -2.3386 -0.6975 -2.1438
H -2.8741 0.9754 -2.3510
H -0.8002 1.6221 -3.1981
H -0.5943 -0.1085 -3.4746
H 1.1570 0.0601 -2.1988
H 0.2227 2.7110 -1.6166
H 1.8374 2.1837 -2.0750
H 1.6498 3.0071 0.3077
H 2.2593 1.3374 0.1866
H 0.6367 1.2120 1.7681
H -0.6575 3.3319 0.8988
H -1.3297 2.0386 1.9293
H -1.7569 2.5325 -1.0360
H -2.9231 2.2010 0.2361
H -2.6082 0.0061 -0.0126
O 0.9546 -3.1949 1.9252
P 1.8161 -1.8172 1.8693
O 3.1590 -2.0201 2.3999
O 1.6502 -1.2086 0.4889
O 0.9232 -0.8565 2.8310
P -0.7009 -0.9398 2.7937
O -1.0643 -2.0783 3.8358
O -1.2433 0.3780 3.1420
O -1.0848 -1.4783 1.4221
H 1.5768 -3.8816 2.1733
H -0.8565 -2.9338 3.4551
I 1.2915 -2.6224 -2.3275
C -0.4167 -2.2987 -1.0691
H -1.2645 -2.4536 -1.7367
H -0.3946 -3.1258 -0.3667